A molecular structure, C47H60AsBCoN8O4P3. Source: the Open Molecules 2025 dataset; level of theory: ωB97M-V/def2-TZVPD.

Geometry as XYZ:
```
125
C47H60AsBCoN8O4P3, DFT ωB97M-V/def2-TZVPD
Co -0.383 1.574 -0.008
C -0.218 2.095 4.175
C 0.333 2.231 2.906
N -0.464 1.708 1.979
N -1.560 1.232 2.646
C -1.419 1.456 3.966
B -2.780 0.874 1.815
N -3.060 2.051 0.851
C -4.134 2.849 0.724
C -3.878 3.775 -0.264
C -2.590 3.475 -0.694
N -2.105 2.440 -0.010
N -2.341 -0.345 0.870
C -2.938 -1.560 0.753
C -2.265 -2.252 -0.217
C -1.237 -1.383 -0.665
N -1.310 -0.230 0.075
N -4.023 0.466 2.538
C -5.256 0.256 1.985
C -6.095 -0.174 2.977
C -5.282 -0.204 4.127
N -4.051 0.172 3.859
H 0.204 2.404 5.114
H 1.287 2.643 2.643
H -2.196 1.148 4.642
H -4.998 2.710 1.350
H -4.523 4.561 -0.614
H -2.009 3.965 -1.451
H -3.784 -1.822 1.365
H -2.455 -3.253 -0.561
H -0.281 -1.677 -1.088
H -5.441 0.426 0.937
H -7.137 -0.427 2.892
H -5.550 -0.487 5.131
C 2.404 3.451 0.304
C 3.033 2.141 -0.130
P 1.955 0.666 0.160
C 2.189 0.140 1.882
C 1.333 -0.843 2.372
C 1.506 -1.351 3.648
C 2.528 -0.865 4.452
C 3.391 0.106 3.968
C 3.235 0.595 2.679
C 2.985 -0.549 -0.735
C 3.622 -1.579 -0.052
C 4.584 -2.347 -0.693
C 4.916 -2.100 -2.013
C 4.267 -1.087 -2.709
C 3.309 -0.317 -2.073
P 0.710 3.474 -0.366
C 0.812 3.370 -2.157
C 1.589 4.125 -2.945
C 1.447 4.051 -4.393
C 0.738 3.069 -4.956
C 0.126 1.947 -4.158
C -0.227 2.438 -2.737
C 0.000 5.071 0.113
C -0.283 6.058 -0.831
C -0.823 7.270 -0.429
C -1.086 7.505 0.913
C -0.807 6.527 1.856
C -0.267 5.316 1.459
H 2.934 4.317 -0.102
H 2.379 3.582 1.384
H 4.020 1.971 0.303
H 3.179 2.160 -1.211
H 0.532 -1.224 1.750
H 0.839 -2.119 4.017
H 2.658 -1.248 5.456
H 4.197 0.476 4.588
H 3.938 1.332 2.310
H 3.386 -1.787 0.982
H 5.071 -3.146 -0.151
H 5.673 -2.697 -2.503
H 4.519 -0.885 -3.741
H 2.843 0.492 -2.613
H 2.300 4.834 -2.533
H 1.949 4.792 -5.001
H 0.682 3.006 -6.036
H -0.825 1.683 -4.629
H -1.136 3.049 -2.899
H -0.078 5.888 -1.880
H -1.029 8.034 -1.166
H -1.505 8.453 1.224
H -1.005 6.711 2.903
H -0.063 4.564 2.209
C 1.038 0.714 -4.231
As -2.171 -0.871 -2.687
C -3.274 -2.459 -3.026
C -3.615 0.273 -2.079
O -0.485 1.381 -1.863
H 0.765 0.083 -5.076
H 0.941 0.119 -3.325
H 2.080 1.004 -4.370
H -3.649 -2.301 -4.043
H -4.120 -2.576 -2.354
H -2.666 -3.362 -3.046
H -4.376 0.233 -2.861
H -3.249 1.286 -1.950
H -4.070 -0.098 -1.159
C -1.374 -7.056 0.663
C -1.021 -5.621 0.340
O 0.397 -5.500 0.275
P 1.098 -4.027 0.387
O 2.624 -4.555 0.507
C 3.036 -5.466 1.540
C 2.924 -4.851 2.919
O 1.116 -3.428 -1.123
C 1.841 -3.963 -2.256
C 1.328 -5.308 -2.721
H -2.456 -7.184 0.682
H -0.976 -7.340 1.636
H -0.962 -7.728 -0.089
H -1.411 -4.939 1.106
H -1.445 -5.331 -0.629
H 4.072 -5.709 1.304
H 2.447 -6.381 1.458
H 3.517 -3.939 2.988
H 3.285 -5.554 3.669
H 1.888 -4.609 3.163
H 2.895 -4.004 -1.985
H 1.719 -3.209 -3.036
H 1.534 -6.094 -1.998
H 1.816 -5.568 -3.661
H 0.252 -5.276 -2.903
```

Values from the calculation:
highest occupied orbital energy = -12.98 eV
HOMO-LUMO gap = 6.709 eV
lowest unoccupied orbital energy = -6.275 eV
total charge = +2
E = -196822.737 eV